Below is a molecular structure, C40H96FO28P6Tl, with properties calculated with ωB97M-V/def2-TZVPD.

The orbital gap comes out at 1.934 eV. For the HOMO energy, the calculation gives -0.511 Ha. The net charge is +2. The total energy comes out at -6008.7955 Eh.

Atoms and positions in Å:
Tl1 3.408976 0.622986 -3.432202
C1 0.588597 -0.063844 -0.349833
O1 1.455968 -0.110230 -1.323116
H1 -0.327501 -0.618179 -0.716564
H2 0.744275 -0.719156 0.535383
H3 0.305947 0.952453 -0.060454
C2 3.890816 -1.009192 1.174739
C3 3.275050 -1.288281 2.513928
O2 4.310895 -0.868286 3.379813
C4 5.476998 -1.070854 2.735523
O3 6.547274 -0.880046 3.210771
O4 5.277619 -1.249595 1.426967
F1 3.003606 -2.609970 2.722178
H4 3.791484 -0.021838 0.716276
H5 3.624609 -1.649823 0.327261
H6 2.355304 -0.791053 2.818378
C5 1.061532 3.968602 -7.895172
C6 0.204328 3.693927 -6.678247
O5 1.035390 3.906304 -5.498287
P1 0.526398 3.519725 -4.038679
O6 1.499653 2.777261 -3.203599
O7 -0.860296 2.745057 -4.341947
C7 -1.691507 2.344961 -3.247395
C8 -1.468055 0.845558 -3.016296
O8 0.118306 4.871408 -3.320099
C9 -0.808955 5.781687 -3.931996
C10 -0.530842 7.207768 -3.499629
H7 1.541296 4.938718 -7.769685
H8 1.797848 3.194946 -8.114743
H9 0.485242 4.014345 -8.821028
H10 -0.602206 4.425334 -6.649597
H11 -0.233957 2.700008 -6.692380
H12 -1.524399 2.908204 -2.327582
H13 -2.728214 2.483952 -3.549407
H14 -0.398185 0.634959 -3.095937
H15 -1.825713 0.476757 -2.051598
H16 -1.958043 0.293988 -3.818918
H17 -0.676191 5.788437 -5.012802
H18 -1.837662 5.530955 -3.672686
H19 -0.389328 7.300358 -2.420441
H20 0.356781 7.605513 -3.988310
H21 -1.399108 7.828104 -3.720905
C11 4.156601 2.112879 4.001572
C12 3.975774 3.017655 2.822157
O9 4.051240 2.250986 1.540180
P2 4.219878 3.011686 0.169141
O10 4.255114 2.159554 -1.052366
O11 3.087088 4.157407 0.082150
C13 1.723371 3.770078 0.129090
C14 0.819820 4.989967 0.047734
O12 5.520648 3.902529 0.435264
C15 5.851633 4.963301 -0.492962
C16 6.822965 4.412173 -1.548653
H22 4.311557 2.779867 4.856063
H23 3.296463 1.470908 4.183400
H24 5.080976 1.537929 4.056258
H25 3.050000 3.587305 2.855103
H26 4.872851 3.628491 2.722982
H27 1.488993 3.098723 -0.704206
H28 1.562000 3.321877 1.117922
H29 -0.192948 4.784676 0.404807
H30 1.139825 5.761530 0.750200
H31 0.752238 5.381527 -0.965212
H32 4.963009 5.407249 -0.939056
H33 6.332834 5.740021 0.098088
H34 6.531362 3.421775 -1.887154
H35 6.906784 5.132298 -2.363891
H36 7.829349 4.359549 -1.132638
C17 -1.017692 -3.308973 -2.316319
C18 -0.167319 -2.504149 -3.282092
O13 0.692102 -3.310312 -4.067524
P3 2.239878 -3.515397 -3.727288
O14 3.008304 -2.239161 -3.762206
O15 2.241395 -4.278232 -2.341296
C19 3.531692 -4.578234 -1.728631
C20 3.284416 -4.662996 -0.223751
O16 2.658014 -4.670507 -4.746169
C21 2.319625 -4.682449 -6.136520
C22 3.166848 -5.651038 -6.908955
H37 -1.847696 -2.771296 -1.857298
H38 -1.503483 -4.149900 -2.823306
H39 -0.411529 -3.844794 -1.581493
H40 -0.823641 -1.937591 -3.944468
H41 0.434125 -1.769935 -2.721854
H42 3.829528 -5.537865 -2.155396
H43 4.301005 -3.864379 -2.027396
H44 2.640232 -5.514243 -0.009974
H45 4.248836 -4.805069 0.261079
H46 2.766186 -3.759275 0.096569
H47 1.261725 -4.871689 -6.339470
H48 2.492847 -3.666305 -6.513120
H49 2.846549 -5.588307 -7.947086
H50 4.219603 -5.424385 -6.743995
H51 3.002413 -6.674266 -6.566727
C23 -2.864206 5.890917 6.730896
C24 -2.102612 4.595651 6.505532
O17 -2.410529 4.025349 5.228402
P4 -1.398489 3.984581 3.987425
O18 0.054507 4.132402 4.228174
O19 -1.812512 2.603740 3.264965
C25 -0.784416 1.767043 2.775782
C26 -0.472947 0.543049 3.649952
O20 -2.014835 5.048374 2.963544
C27 -1.666197 6.427280 3.206495
C28 -1.594529 7.225406 1.897456
H52 -3.913901 5.940696 6.455889
H53 -2.846311 5.975188 7.825217
H54 -2.338156 6.786825 6.400146
H55 -1.024725 4.719810 6.638633
H56 -2.365628 3.871450 7.279241
H57 -1.065254 1.411376 1.781314
H58 0.137740 2.339368 2.639095
H59 -1.397331 -0.038819 3.628261
H60 0.302401 -0.032524 3.141406
H61 -0.224014 0.793266 4.677200
H62 -2.381411 6.854582 3.911400
H63 -0.709576 6.468902 3.732688
H64 -0.569402 7.394749 1.578053
H65 -2.245540 6.868274 1.101594
H66 -2.003954 8.217911 2.105144
C29 -2.834379 -0.584860 0.631110
C30 -4.038091 -1.418019 0.288228
O21 -4.188926 -1.453799 -1.134528
P5 -4.616029 -2.842551 -1.782109
O22 -3.668745 -3.947053 -1.578032
O23 -4.798255 -2.440694 -3.325312
C31 -3.650646 -1.896485 -3.963964
C32 -4.087184 -1.105036 -5.183346
O24 -6.099244 -3.049165 -1.223122
C33 -6.656090 -4.382280 -1.187734
C34 -7.817381 -4.327948 -0.219908
H67 -2.518338 -0.729250 1.670485
H68 -1.981611 -0.947815 0.045528
H69 -2.946659 0.499376 0.594427
H70 -3.928459 -2.420750 0.710702
H71 -4.951294 -1.039231 0.752854
H72 -3.047890 -1.242667 -3.322152
H73 -2.906320 -2.652635 -4.235269
H74 -3.299939 -0.474906 -5.605589
H75 -4.236277 -1.796578 -6.015509
H76 -4.962031 -0.512615 -4.930141
H77 -6.985799 -4.645016 -2.196517
H78 -5.888826 -5.101483 -0.900150
H79 -7.410981 -4.382302 0.792303
H80 -8.329833 -3.365425 -0.265264
H81 -8.603080 -5.066195 -0.363832
C35 -0.362169 -3.513368 1.513191
C36 0.148013 -4.841900 2.019278
O25 0.535043 -4.637478 3.373349
P6 -0.249689 -5.239932 4.618426
O26 0.491189 -5.290164 5.880311
O27 -1.566782 -4.331008 4.616685
C37 -1.500253 -3.000818 5.103500
C38 -2.046962 -2.931424 6.544963
O28 -0.893047 -6.623590 4.164650
C39 -0.602112 -7.874834 4.777220
C40 -1.886211 -8.678389 4.957988
H82 0.429968 -2.775973 1.320320
H83 -0.974860 -3.544512 0.606448
H84 -1.008691 -2.976750 2.214233
H85 -0.681612 -5.549555 1.969949
H86 0.955375 -5.201148 1.383475
H87 -0.473571 -2.628226 5.098249
H88 -2.153212 -2.368854 4.498353
H89 -1.343657 -3.475767 7.178655
H90 -2.020950 -1.925769 6.963292
H91 -3.039173 -3.373846 6.538203
H92 0.145183 -8.367154 4.152931
H93 -0.221482 -7.699541 5.786141
H94 -1.801902 -9.618709 5.499178
H95 -2.623440 -8.046991 5.456292
H96 -2.338231 -8.966954 4.004680

Cartesian forces (eV/Å) of the 6 atoms listed first:
0.1350 0.3594 0.0993
1.9193 1.9372 0.1367
-1.1262 -0.9166 0.8368
-0.7114 -0.5289 -0.2972
0.1922 -0.7957 -0.1977
-0.4977 0.1236 -0.2839